# C3H33N2O12

A cluster of 13 separate species, C3H33N2O12 in total (ωB97M-V/def2-TZVPD, OMol25).

Values from the calculation:
HOMO ... -10.77 eV
LUMO energy ... -2.346 eV
ΔE to the lowest compared entry with this formula, charge and spin ... 136.53 kcal per mole
Electronic energy ... -31188.768 eV
Charge ... +1
Gap between HOMO and LUMO ... 8.425 eV
M ... 289.30 g/mol

Each line ends with the Mulliken charge.
Element x y z (Å)
C  -1.50392  -1.73441  2.24941  -1.05
C  -0.60719  -1.04201  1.20240  0.97
C  -0.37553  0.25491  1.32279  -1.16
N  0.24946  1.26386  0.45821  0.39
N  -0.25154  -1.72433  0.05743  -0.26
H  -1.85049  -0.91941  3.01235  0.06
H  -0.90990  -2.44157  2.98351  0.23
H  -2.29853  -2.32594  1.73603  0.36
H  -0.74789  0.78122  2.16856  0.50
H  0.97515  1.80139  1.06812  0.47
H  -0.48170  1.96245  0.07579  0.32
H  0.86020  0.90378  -0.25602  -0.05
H  -0.11611  -2.70557  -0.00715  0.22
H  0.54078  -1.32719  -0.35417  -0.03
H  -2.33763  1.51519  3.79946  0.36
H  -1.65668  0.17152  4.20386  0.42
O  -1.47381  1.10628  4.17163  -0.67
H  3.10996  -2.87783  0.06469  0.31
H  2.48598  -2.77912  -1.31722  0.30
O  2.82996  -2.22946  -0.64016  -0.65
H  2.77098  3.71538  0.34258  0.20
H  2.78536  3.24700  -0.97443  0.25
O  2.45317  3.06117  -0.10644  -0.46
H  0.69372  -4.55643  2.29544  0.29
H  -0.07169  -4.88763  0.93354  0.33
O  0.53725  -4.21027  1.39389  -0.62
H  1.37624  -2.95114  -2.15531  0.17
H  1.26389  -3.63128  -3.46360  0.33
O  0.81918  -3.37707  -2.65521  -0.58
H  -2.50667  1.03470  -1.63630  0.31
H  -3.89168  0.37617  -2.01373  0.30
O  -3.31239  0.60533  -1.26133  -0.67
H  -0.57484  2.24545  -3.39350  0.27
H  0.40732  1.07978  -2.85788  0.22
O  -0.35092  1.65676  -2.62398  -0.48
H  0.70031  -0.33459  -5.09792  0.30
H  0.68736  -1.25860  -4.00319  0.25
O  0.37898  -0.38642  -4.19733  -0.54
H  -1.46984  3.41601  -0.10507  0.34
H  -0.47476  3.79781  -1.44229  0.29
O  -0.55498  3.49528  -0.46983  -0.63
H  2.69144  0.54675  -2.22395  0.23
H  2.50804  -0.53597  -1.35771  0.19
O  2.01619  -0.04112  -1.95165  -0.35
H  -3.88741  2.61060  0.67670  0.28
H  -3.14705  1.49820  0.13420  0.39
O  -3.00177  2.37997  0.62000  -0.65
H  0.79683  1.40090  3.87962  0.33
H  2.20756  1.11967  4.31807  0.32
O  1.70959  1.22986  3.39708  -0.65

Forces on atoms 1 to 3 (eV/Å):
1.3 0.2 2.1
-0.8 -1.0 -0.2
-0.3 1.3 0.9



# C3H33NO12S

A cluster of 13 separate species, C3H33NO12S in total (ωB97M-V/def2-TZVPD, OMol25).

Values from the calculation:
HOMO ... -9.18 eV
LUMO energy ... -0.119 eV
ΔE to the lowest compared entry with this formula, charge and spin ... 0.00 kcal per mole
Electronic energy ... -40541.573 eV
Gap between HOMO and LUMO ... 9.061 eV
M ... 307.36 g/mol

Each line ends with the Mulliken charge.
Element x y z (Å)
C  0.49179  0.56229  0.13227  -0.55
N  -0.60272  -0.34316  0.67535  0.04
C  -1.85782  0.28799  0.29639  -0.04
C  -3.00315  -0.62948  0.67625  -0.79
S  -4.62449  -0.25836  -0.06365  -0.19
H  0.27851  1.50894  0.59735  -0.02
H  0.51200  0.73370  -0.94546  0.10
H  1.42679  0.21780  0.53543  0.34
H  -0.37333  -1.28591  0.31580  0.27
H  -2.00212  1.23361  0.86456  0.34
H  -1.87237  0.37551  -0.80420  0.23
H  -2.68042  -1.59224  0.24898  0.12
H  -3.25487  -0.88158  1.71087  0.36
H  -4.76746  0.87310  0.62863  0.10
H  -0.64234  -0.99428  -3.56575  0.38
H  0.11841  -0.13689  -2.78789  0.27
O  -0.03961  -0.25797  -3.73309  -0.63
H  -0.52387  2.11536  4.00544  0.30
H  -0.38240  2.03007  2.49766  0.37
O  -0.13806  2.55690  3.25679  -0.72
H  2.17021  -0.05288  3.35977  0.28
H  3.49015  0.17260  3.74300  0.32
O  3.04957  -0.31126  3.03899  -0.67
H  -0.77941  -0.23740  2.70084  0.32
H  -1.63000  -0.55505  3.98981  0.26
O  -1.02141  0.08443  3.60238  -0.65
H  2.29986  -1.81198  2.07338  0.35
H  1.31796  -2.83378  2.53786  0.30
O  2.06991  -2.75982  1.94296  -0.65
H  3.06880  -2.52562  -1.21593  0.38
H  2.40279  -3.11444  0.21201  0.40
O  2.48885  -3.17616  -0.76654  -0.75
H  -2.31801  0.63688  -3.93421  0.30
H  -1.41298  1.95909  -3.61918  0.30
O  -2.14104  1.55629  -4.07887  -0.61
H  3.68773  -1.44746  -3.24573  0.31
H  3.98189  -0.34974  -2.07112  0.30
O  3.79446  -1.25173  -2.30502  -0.66
H  1.28807  4.60683  -1.16382  0.31
H  2.53120  4.34516  -1.91502  0.30
O  1.58817  4.12322  -1.94913  -0.62
H  0.08639  5.31525  1.57139  0.29
H  0.23308  3.75529  1.48533  0.38
O  0.28283  4.58758  0.98533  -0.64
H  -2.87846  -2.80969  -2.69786  0.30
H  -1.52534  -2.57294  -2.17352  0.31
O  -2.14190  -2.21191  -2.84686  -0.63
H  0.65607  -2.91330  -0.96051  0.33
H  -0.41372  -3.55685  -0.15634  0.27
O  -0.28820  -2.76603  -0.68513  -0.70

Forces on atoms 1 to 3 (eV/Å):
-1.2 -0.8 1.5
2.2 1.3 0.0
-0.7 -0.9 0.5



# C3H33O14

A cluster of 14 separate species, C3H33O14 in total (ωB97M-V/def2-TZVPD, OMol25).

Values from the calculation:
HOMO ... -5.55 eV
LUMO energy ... 2.462 eV
ΔE to the lowest compared entry with this formula, charge and spin ... 12.84 kcal per mole
Electronic energy ... -32313.652 eV
Charge ... -1
Gap between HOMO and LUMO ... 8.009 eV
M ... 293.28 g/mol

Each line ends with the Mulliken charge.
Element x y z (Å)
C  14.37164  -16.90686  13.61239  0.23
C  14.39050  -17.90694  12.48824  -0.16
C  13.58527  -19.17550  12.66784  -1.25
O  13.82994  -17.28007  11.35584  0.56
H  14.27993  -17.42553  14.55497  0.32
H  13.53167  -16.12066  13.58123  -0.35
H  15.26246  -16.24736  13.50724  -0.17
H  15.38714  -18.09005  12.22155  0.85
H  12.63277  -19.09445  12.20293  0.00
H  13.30506  -19.29680  13.66970  0.47
H  14.05941  -20.03041  12.23210  0.23
O  14.10243  -13.50099  12.60808  -0.58
H  14.30298  -13.99041  11.84377  0.40
H  13.83987  -12.60142  12.31381  0.22
O  13.99031  -14.28547  15.52547  -0.74
H  14.62678  -14.38348  14.83008  0.30
H  13.19569  -14.40863  15.02690  0.40
O  13.72630  -20.93108  9.69059  -0.68
H  14.50239  -20.36917  9.53303  0.38
H  13.46061  -21.26832  8.84314  0.28
O  11.40166  -14.49692  14.57913  -0.77
H  11.46853  -13.54798  14.37768  0.30
H  11.60247  -15.00767  13.77341  0.52
O  16.43975  -13.51232  13.93503  -0.77
H  16.69057  -14.42810  13.70977  0.42
H  15.65225  -13.40191  13.42244  0.43
O  15.21847  -15.24598  10.69719  -0.96
H  14.74572  -16.02650  11.05843  0.21
H  15.91246  -15.22465  11.31625  0.56
O  10.40990  -18.46417  14.12344  -0.62
H  10.48496  -19.41126  13.84924  0.30
H  9.82784  -18.42945  14.89889  0.24
O  17.26607  -15.44187  12.35753  -0.66
H  17.45033  -16.31278  11.97043  0.27
H  17.59176  -14.77897  11.75757  0.32
O  11.43393  -16.50117  12.64520  -0.87
H  11.15781  -17.17290  13.23896  0.57
H  12.33716  -16.62720  12.37118  -0.12
O  10.22515  -20.56473  12.26515  -0.65
H  10.08418  -20.01689  11.48912  0.32
H  10.82980  -21.25241  12.01254  0.29
O  12.38368  -15.50411  9.75132  -0.73
H  13.05808  -15.99739  10.23628  -0.04
H  11.78636  -16.06160  9.22704  0.31
O  12.01336  -18.90766  9.76843  -0.75
H  12.46610  -18.36388  10.35585  0.03
H  12.56110  -19.67553  9.60081  0.47
O  15.26392  -18.64135  9.57034  -0.79
H  16.08555  -18.24349  9.77947  0.33
H  14.72104  -18.23921  10.25807  0.16

Forces on atoms 1 to 3 (eV/Å):
-0.4 1.8 0.4
-2.7 1.3 -1.2
0.4 0.2 0.1